Below is a 5-piece molecular cluster, C22H44N5O13 overall at a distorted geometry, with properties calculated with ωB97M-V/def2-TZVPD.

Calculated values
* relative energy (zero: lowest compared OMol25 entry of this formula, charge and spin): 10.832 eV
* maximum force: 9.19 eV/A
* E_tot: -57580.770 eV
* net charge: +1
* E_LUMO: -3.74 eV
* HOMO: -12.061 eV

Positions of all 84 atoms, in Å:
C: 7.5602 -0.8633 -2.1147
C: 7.8220 0.5743 -2.8567
N: 6.7907 0.9721 -3.8849
C: 5.6592 1.7925 -3.3099
C: 4.4492 2.1370 -4.3643
N: 3.4110 2.9517 -3.5675
C: 2.2209 2.4467 -3.0989
N: 1.1792 3.2189 -2.2647
C: 0.0370 2.2791 -1.9180
N: 0.5140 1.0268 -2.6204
C: -0.1435 -0.3613 -2.7099
C: 0.5153 -1.2606 -1.4792
N: 1.7193 1.0363 -3.3207
C: 6.3214 -0.1765 -4.7437
C: 7.0485 -0.3132 -6.2426
O: 5.3619 -1.0592 -4.4555
H: 7.7843 -1.7332 -2.8771
H: 8.3387 -1.0205 -1.2234
H: 6.4757 -1.0298 -1.7091
H: 7.9007 1.3892 -1.9876
H: 8.8838 0.5244 -3.3812
H: 6.1366 2.8429 -3.0034
H: 5.2140 1.3350 -2.3281
H: 4.8102 2.7728 -5.3070
H: 3.8961 1.2022 -4.8065
H: 3.6623 3.9483 -3.3354
H: -0.9357 2.4292 -1.2841
H: -1.3160 -0.3036 -2.6729
H: 0.1284 -0.8235 -3.7753
H: -0.2861 -1.8473 -0.8537
H: 1.3438 -1.9566 -1.9571
H: 1.0425 -0.4827 -0.7494
H: 2.1303 0.2264 -3.8430
H: 8.0063 0.3761 -6.2323
H: 7.2740 -1.4489 -6.4092
H: 6.2904 0.1359 -7.0260
C: -0.2622 5.0949 -0.6622
O: 0.2842 5.8960 0.3837
C: -0.6242 6.6759 1.0223
O: -1.8184 6.7355 0.7746
O: 0.0262 7.3779 1.9843
C: -0.8111 8.2480 2.7432
H: 0.5521 4.5130 -1.1027
H: -1.0078 4.3983 -0.2657
H: -0.6970 5.7255 -1.4444
H: -1.5787 7.6775 3.2760
H: -1.2679 9.0047 2.0972
H: -0.1870 8.7582 3.4821
C: -0.2321 -4.7828 3.1049
O: 0.2059 -3.6339 3.8277
C: 0.3804 -2.5264 3.0634
O: 0.1970 -2.4504 1.8585
O: 0.7942 -1.5181 3.8717
C: 1.0197 -0.2812 3.1985
H: -0.3384 -5.6081 3.8142
H: -1.2069 -4.5991 2.6418
H: 0.5081 -5.0699 2.3510
H: 0.0949 0.0826 2.7391
H: 1.8100 -0.3883 2.4485
H: 1.3469 0.4526 3.9403
C: -6.8750 -7.0095 2.1605
O: -5.8609 -6.1110 2.6062
C: -5.3204 -5.3471 1.6235
O: -5.6281 -5.3753 0.4422
O: -4.3785 -4.5464 2.1829
C: -3.7209 -3.6806 1.2597
H: -7.2358 -7.5689 3.0280
H: -7.7178 -6.4582 1.7315
H: -6.4679 -7.7223 1.4361
H: -4.4377 -2.9962 0.7946
H: -3.1878 -4.2604 0.4993
H: -2.9894 -3.0872 1.8151
C: -7.3766 1.5264 4.9404
O: -7.0762 0.1532 5.1822
C: -6.7173 -0.5434 4.0743
O: -6.6381 -0.0965 2.9408
O: -6.4618 -1.8231 4.4463
C: -6.0696 -2.6785 3.3746
H: -7.6507 1.9854 5.8942
H: -6.4998 2.0497 4.5457
H: -8.2260 1.6209 4.2561
H: -5.1404 -2.3233 2.9173
H: -6.8667 -2.7520 2.6278
H: -5.8909 -3.6757 3.7861